Record 1
Molecular formula: C22H24N2OS
Method: DFT, ωB97M-V/def2-TZVPD

Last columns: bonded neighbours and bond lengths (Å).
Positions of all 50 atoms, in Å:
1 H -2.388 -0.716 1.873  C44 1.106
2 C -0.664 2.666 -2.140  C21 1.414, C46 1.397, H48 1.078
3 H -4.023 -4.360 -2.458  C16 1.105
4 H 0.880 1.000 1.095  C15 1.091
5 C -2.506 1.602 -0.267  C10 1.417, C30 1.418, H31 1.072
6 C 1.674 -0.207 2.779  C8 1.529, C11 1.484, C15 1.562, H50 1.106
7 C -1.082 -0.510 0.017  C30 1.524, H39 1.101, C44 1.595, C49 1.529
8 C 0.737 -1.416 2.760  C6 1.529, C13 1.377, S35 1.772
9 O -2.043 -3.422 1.900  C34 1.231
10 C -2.722 2.879 -0.841  C5 1.417, C21 1.409, H29 1.083
11 C 1.332 0.599 3.977  C6 1.484, C12 1.522, H23 1.095, H41 1.086
12 C 2.231 1.819 4.124  C11 1.522, H22 1.078, H25 1.120, N40 1.458
13 C -0.508 -1.553 2.187  C8 1.377, C34 1.455, C44 1.469
14 H 1.335 2.918 2.649  N40 1.022
15 C 1.833 0.611 1.458  H4 1.091, C6 1.562, H36 1.100, C42 1.505
16 C -3.448 -3.518 -2.030  H3 1.105, C27 1.380, C37 1.400
17 H -1.598 -4.256 -2.779  C27 1.090
18 H -0.250 -2.537 -1.564  C38 1.079
19 H -0.320 -4.693 3.111  N28 1.015
20 H 3.789 1.467 1.855  C42 1.091
21 C -1.811 3.410 -1.776  C2 1.414, C10 1.409, H45 1.080
22 H 3.241 1.527 4.359  C12 1.078
23 H 1.435 -0.023 4.873  C11 1.095
24 H -5.184 -2.524 -1.084  C37 1.091
25 H 1.849 2.435 4.977  C12 1.120
26 H -3.877 -0.860 -0.042  C32 1.092
27 C -2.075 -3.493 -2.165  C16 1.380, H17 1.090, C38 1.394
28 N -0.032 -3.772 2.796  H19 1.015, C34 1.378, S35 1.689
29 H -3.599 3.474 -0.617  C10 1.083
30 C -1.324 0.878 -0.563  C5 1.418, C7 1.524, C46 1.409
31 H -3.259 1.301 0.434  C5 1.072
32 C -3.318 -1.609 -0.606  H26 1.092, C37 1.393, C49 1.387
33 H 2.770 2.424 0.840  C42 1.077
34 C -0.948 -2.940 2.190  O9 1.231, C13 1.455, N28 1.378
35 S 1.307 -2.956 3.425  C8 1.772, N28 1.689
36 H 2.231 -0.013 0.644  C15 1.100
37 C -4.106 -2.561 -1.249  C16 1.400, H24 1.091, C32 1.393
38 C -1.327 -2.514 -1.512  H18 1.079, C27 1.394, C49 1.397
39 H -0.019 -0.715 -0.185  C7 1.101
40 N 2.258 2.528 2.850  C12 1.458, H14 1.022, C42 1.463
41 H 0.308 0.954 3.913  C11 1.086
42 C 2.755 1.775 1.699  C15 1.505, H20 1.091, H33 1.077, N40 1.463
43 H 0.380 0.860 -1.839  C46 1.060
44 C -1.341 -0.500 1.591  H1 1.106, C7 1.595, C13 1.469, H47 1.123
45 H -1.972 4.387 -2.207  C21 1.080
46 C -0.435 1.447 -1.497  C2 1.397, C30 1.409, H43 1.060
47 H -1.022 0.494 2.005  C44 1.123
48 H 0.062 3.017 -2.855  C2 1.078
49 C -1.940 -1.527 -0.737  C7 1.529, C32 1.387, C38 1.397
50 H 2.678 -0.642 2.942  C6 1.106

Calculated values
Multiplicity   1
F_max   2.7 eV/A
HOMO   -8.18 eV
SMILES string   O=c1[nH]sc(C2CCNCC2)c1CC(c1ccccc1)c1ccccc1
Orbital gap   8.8 eV

Mulliken atomic charge list, values in e, 5 entries:
1. H 0.64
2. C -0.85
3. H 0.33
4. H -0.15
5. C -0.08

Record 2
Molecular formula: C22H24N4O4
Method: DFT, ωB97M-V/def2-TZVPD

Last columns: bonded neighbours and bond lengths (Å).
Positions of all 54 atoms, in Å:
1 C 4.115 1.756 -0.978  C9 1.477, C29 1.405, C46 1.409
2 H -3.431 -1.021 -0.251  N31 1.005
3 H -3.122 -2.898 1.487  C51 1.088
4 H -3.695 1.430 1.387  C42 1.091
5 C -4.218 -1.075 1.598  N31 1.333, O48 1.223, C51 1.510
6 H -1.474 2.440 2.270  C16 1.081
7 C -6.615 0.150 -0.182  H24 1.092, H25 1.090, N45 1.462, H54 1.091
8 H 1.250 -1.612 1.342  C53 1.080
9 C 4.087 3.092 -1.609  C1 1.477, O26 1.221, O41 1.353
10 H 3.712 4.900 -1.474  O41 0.969
11 C -0.326 -0.322 0.623  H17 1.080, C34 1.409, C53 1.407
12 H -2.017 0.813 -1.061  C21 1.091
13 H 4.427 0.695 -2.821  C46 1.086
14 C -4.676 1.776 -0.445  O38 1.225, C42 1.555, N45 1.341
15 C 4.191 -0.785 0.231  H22 1.084, C30 1.403, C33 1.397
16 C -0.881 1.560 2.064  H6 1.081, C32 1.406, C34 1.408
17 H -0.480 -0.887 -0.285  C11 1.080
18 H -4.748 -2.965 0.752  C51 1.088
19 N 4.720 -3.953 -2.732  H35 1.022, N44 1.362, C50 1.386
20 C 4.584 -1.957 -3.446  C27 1.458, H28 1.085, N44 1.314
21 C -2.173 1.285 -0.089  H12 1.091, C34 1.519, C42 1.542, H49 1.091
22 H 4.215 -1.751 0.722  C15 1.084
23 H 1.626 -0.310 3.428  C52 1.081
24 H -6.576 0.154 0.910  C7 1.092
25 H -6.174 -0.769 -0.568  C7 1.090
26 O 4.457 3.209 -2.766  C9 1.221
27 C 4.502 -1.894 -1.991  C20 1.458, C30 1.474, C50 1.366
28 H 4.541 -1.097 -4.107  C20 1.085
29 C 3.951 1.618 0.410  C1 1.405, C33 1.396, H39 1.087
30 C 4.337 -0.687 -1.161  C15 1.403, C27 1.474, C46 1.406
31 N -3.775 -0.454 0.504  H2 1.005, C5 1.333, C42 1.472
32 C 0.103 1.152 2.981  C16 1.406, H37 1.081, C52 1.405
33 C 4.000 0.359 1.011  C15 1.397, C29 1.396, H36 1.086
34 C -1.100 0.826 0.883  C11 1.409, C16 1.408, C21 1.519
35 H 4.818 -4.970 -2.737  N19 1.022
36 H 3.880 0.272 2.086  C33 1.086
37 H 0.264 1.718 3.888  C32 1.081
38 O -4.393 2.878 -0.901  C14 1.225
39 H 3.792 2.495 1.032  C29 1.087
40 H 4.574 -3.565 -0.560  C50 1.086
41 O 3.653 4.141 -0.874  C9 1.353, H10 0.969
42 C -3.613 1.004 0.386  H4 1.091, C14 1.555, C21 1.542, N31 1.472
43 H -6.446 1.945 -1.286  N45 1.009
44 N 4.710 -3.196 -3.864  N19 1.362, C20 1.314
45 N -5.907 1.316 -0.710  C7 1.462, C14 1.341, H43 1.009
46 C 4.307 0.591 -1.747  C1 1.409, H13 1.086, C30 1.406
47 H -4.566 -2.959 2.523  C51 1.090
48 O -4.672 -0.490 2.572  C5 1.223
49 H -2.039 2.359 -0.227  C21 1.091
50 C 4.594 -3.193 -1.580  N19 1.386, C27 1.366, H40 1.086
51 C -4.159 -2.584 1.584  H3 1.088, C5 1.510, H18 1.088, H47 1.090
52 C 0.871 0.004 2.722  H23 1.081, C32 1.405, C53 1.406
53 C 0.656 -0.732 1.543  H8 1.080, C11 1.407, C52 1.406
54 H -7.662 0.187 -0.486  C7 1.091

Calculated values
Multiplicity   1
F_max   1.9 eV/A
HOMO   -8.56 eV
SMILES string   CNC(=O)[C@H](Cc1ccccc1)NC(C)=O.O=C(O)c1cccc(-c2cn[nH]c2)c1
Orbital gap   8.8 eV

Mulliken atomic charge list, values in e, 5 entries:
1. C -0.07
2. H 0.28
3. H 0.31
4. H 0.34
5. C 0.73

Record 3
Molecular formula: C22H24N4O5S
Method: DFT, ωB97M-V/def2-TZVPD

Last columns: bonded neighbours and bond lengths (Å).
Positions of all 56 atoms, in Å:
1 C 0.851 1.357 -1.565  C5 1.394, C19 1.472, C20 1.402
2 C -2.987 -1.162 1.505  C29 1.485, N41 1.366, O52 1.217
3 H -2.387 0.172 3.745  C8 1.079
4 C -0.495 -1.243 1.331  C18 1.381, H25 1.079, C29 1.398
5 C 1.905 1.211 -2.465  C1 1.394, H32 1.079, C39 1.381
6 H 1.434 -2.909 0.077  C15 1.095
7 C 2.451 1.710 0.209  H12 1.077, C13 1.400, C20 1.372
8 C -1.502 -0.132 3.210  H3 1.079, C26 1.386, C29 1.384
9 H 6.736 1.613 -0.398  C34 1.089
10 H -0.546 2.094 -3.927  C11 1.089
11 C -0.883 1.189 -3.423  H10 1.089, C19 1.522, S35 1.821, H40 1.090
12 H 2.691 1.888 1.244  C7 1.077
13 C 3.505 1.552 -0.698  C7 1.400, O21 1.350, C39 1.395
14 H 1.997 0.366 5.404  C42 1.095
15 C 1.868 -1.913 -0.060  H6 1.095, H27 1.089, H53 1.095, O54 1.406
16 H -5.012 -2.052 0.120  C22 1.091
17 O -1.447 1.169 -1.105  C19 1.211
18 C 0.764 -0.895 1.781  C4 1.381, C30 1.415, O54 1.362
19 C -0.568 1.237 -1.935  C1 1.472, C11 1.522, O17 1.211
20 C 1.151 1.610 -0.219  C1 1.402, C7 1.372, H37 1.080
21 O 4.749 1.664 -0.184  C13 1.350, C34 1.408
22 C -4.086 -2.542 -0.181  H16 1.091, H28 1.091, N41 1.454, C55 1.492
23 H -4.572 1.252 -1.771  C44 1.089
24 H 1.897 1.877 4.457  C42 1.095
25 H -0.598 -1.758 0.388  C4 1.079
26 C -0.244 0.211 3.680  C8 1.386, C30 1.386, H47 1.078
27 H 2.900 -2.014 -0.393  C15 1.089
28 H -4.253 -3.607 -0.347  C22 1.091
29 C -1.636 -0.871 2.047  C2 1.485, C4 1.398, C8 1.384
30 C 0.895 -0.159 2.983  C18 1.415, C26 1.386, O31 1.359
31 O 2.169 0.143 3.347  C30 1.359, C42 1.406
32 H 1.713 1.008 -3.507  C5 1.079
33 H 3.450 1.016 4.605  C42 1.089
34 C 5.860 1.494 -1.033  H9 1.089, O21 1.408, H36 1.094, H49 1.095
35 S -2.682 1.068 -3.675  C11 1.821, C46 1.742
36 H 5.873 0.496 -1.482  C34 1.094
37 H 0.331 1.721 0.475  C20 1.080
38 N -2.465 -2.376 -2.036  N45 1.340, C55 1.308
39 C 3.216 1.302 -2.040  C5 1.381, C13 1.395, H56 1.079
40 H -0.435 0.308 -3.882  C11 1.090
41 N -3.108 -2.372 0.882  C2 1.366, C22 1.454, H48 1.009
42 C 2.371 0.892 4.520  H14 1.095, H24 1.095, O31 1.406, H33 1.089
43 H -4.793 0.291 -0.292  C44 1.091
44 C -4.807 0.262 -1.383  H23 1.089, H43 1.091, N50 1.434, H51 1.092
45 N -2.066 -1.459 -2.928  N38 1.340, C46 1.306
46 C -2.863 -0.432 -2.808  S35 1.742, N45 1.306, N50 1.361
47 H -0.165 0.779 4.593  C26 1.078
48 H -2.265 -2.911 0.756  N41 1.009
49 H 5.881 2.251 -1.823  C34 1.095
50 N -3.804 -0.652 -1.849  C44 1.434, C46 1.361, C55 1.364
51 H -5.795 -0.041 -1.738  C44 1.092
52 O -3.926 -0.395 1.612  C2 1.217
53 H 1.296 -1.370 -0.820  C15 1.095
54 O 1.932 -1.203 1.152  C15 1.406, C18 1.362
55 C -3.503 -1.902 -1.396  C22 1.492, N38 1.308, N50 1.364
56 H 4.007 1.173 -2.761  C39 1.079

Calculated values
Multiplicity   1
F_max   1.2 eV/A
HOMO   -8.17 eV
SMILES string   COc1ccc(C(=O)CSc2nnc(CNC(=O)c3ccc(OC)c(OC)c3)n2C)cc1
Orbital gap   8.6 eV

Mulliken atomic charge list, values in e, 5 entries:
1. C 0.02
2. C 0.35
3. H 0.45
4. C -0.06
5. C -0.70